(1)
C25H46ClF2N5O14SSi | ωB97M-V with the def2-TZVPD basis set

HOMO = -9.22 eV
HOMO-LUMO gap = 8.910 eV
Lowest unoccupied orbital energy = -0.311 eV
Structure (SMILES) = CCCCCCC[C@@]1(Cl)OS(=O)(=O)O[C@H]1C(F)(F)CC[Si](C)(C)c1ccccc1.C[N+](=O)[O-].C[N+](=O)[O-].C[N+](=O)[O-].C[N+](=O)[O-].C[N+](=O)[O-]
M = 774.266 g mol⁻¹

Geometry as ORCA input:
```
! RIJCOSX wB97M-V def2-TZVPD def2/J DEFGRID3
* xyz 0 1
C -4.44913 -1.08292 -0.17850
C -3.40949 -0.20112 -0.89096
C -2.75118 -0.97018 -2.03859
C -1.66591 -1.96113 -1.54120
C -0.29098 -1.41047 -1.96079
C 0.91508 -1.96006 -1.18807
C 0.83477 -1.95841 0.33830
C 0.76492 -0.59536 1.02902
Cl 1.24328 0.81433 0.06205
O -0.67700 -0.35087 1.23793
S -1.17545 -0.56502 2.72279
O -1.92344 0.57507 3.09639
O -1.71971 -1.85949 2.92246
O 0.26873 -0.57059 3.44853
C 1.29738 -0.45165 2.46716
C 2.58155 -1.14595 2.89187
F 2.46633 -2.51063 2.80941
F 2.73310 -0.87868 4.21611
C 3.78206 -0.70773 2.07344
C 4.69686 0.34913 2.74764
Si 5.12022 1.80993 1.61622
C 5.39388 1.26602 -0.15878
C 6.69485 2.57703 2.31681
C 3.79828 3.14552 1.77129
C 3.82387 4.26755 0.93639
C 2.86552 5.26406 1.08418
C 1.87555 5.18246 2.05694
C 1.82521 4.06433 2.88135
C 2.78687 3.06567 2.73260
H -4.69321 -0.68499 0.80452
H -4.04727 -2.08773 -0.04056
H -5.33521 -1.15916 -0.80445
H -2.68589 0.20026 -0.18379
H -3.94886 0.65868 -1.29442
H -3.53581 -1.47040 -2.59778
H -2.32531 -0.24141 -2.72997
H -1.78962 -2.06142 -0.46463
H -1.83839 -2.91856 -2.02172
H -0.15520 -1.72164 -2.99604
H -0.34730 -0.32459 -1.97436
H 1.05747 -2.99784 -1.49203
H 1.80826 -1.42581 -1.51746
H -0.05196 -2.50460 0.64875
H 1.67753 -2.53540 0.71137
H 1.58041 0.60388 2.53404
H 4.38674 -1.58030 1.84521
H 3.44528 -0.32024 1.11334
H 4.26310 0.78281 3.64598
H 5.62272 -0.13805 3.04827
H 5.62533 2.11313 -0.80053
H 4.58074 0.65991 -0.55264
H 6.28089 0.62658 -0.15984
H 6.82419 3.57383 1.89568
H 6.53287 2.73542 3.38411
H 7.57760 1.96230 2.15836
H 4.59012 4.37646 0.17931
H 2.87985 6.12922 0.43351
H 1.14263 5.96621 2.19001
H 1.06088 3.97050 3.63905
H 2.72688 2.22003 3.40708
C -5.36992 -3.29152 -4.84916
N -4.16478 -4.04462 -4.39598
O -3.85683 -5.05478 -5.00252
O -3.55882 -3.59053 -3.45032
H -5.79687 -3.80975 -5.69708
H -6.06071 -3.25931 -4.01228
H -5.04229 -2.29734 -5.11986
C -0.90150 -3.82043 -6.30504
N -1.16230 -2.35578 -6.22184
O -1.26355 -1.73605 -7.25953
O -1.25509 -1.88102 -5.10861
H -0.84294 -4.09704 -7.35091
H 0.03739 -4.00985 -5.79357
H -1.72111 -4.33101 -5.80679
C -8.92662 -1.13492 -7.31827
N -7.71845 -1.90193 -6.91018
O -7.43516 -2.89547 -7.54306
O -7.09170 -1.47497 -5.96017
H -9.37515 -1.63196 -8.16984
H -9.60239 -1.11895 -6.46871
H -8.60144 -0.13086 -7.57274
C 1.16158 -3.66825 5.84863
N 2.26901 -4.55390 6.30039
O 2.45080 -5.58899 5.69470
O 2.91916 -4.17487 7.25191
H 0.67388 -4.12916 4.99797
H 0.47058 -3.55995 6.67902
H 1.59956 -2.71313 5.57592
C 0.94794 8.82787 5.25804
N 1.25286 8.46373 3.84752
O 2.19407 9.00526 3.31178
O 0.52918 7.63851 3.32794
H 1.67046 9.56622 5.58402
H -0.06145 9.22685 5.27881
H 1.01714 7.92001 5.84944
*
```


(2)
C19H13F3N4NiO5S | ωB97M-V with the def2-TZVPD basis set

HOMO (alpha / beta) = -0.06 / 0.16 eV
HOMO-LUMO gap (alpha / beta) = 4.830 / 4.609 eV
Lowest unoccupied orbital energy (alpha / beta) = 4.766 / 4.765 eV
ΔE to the lowest compared entry with this formula, charge and spin = 0.00 kJ/mol
⟨S²⟩ = 2.018
M = 525.090 g mol⁻¹

Geometry as ORCA input:
```
! RIJCOSX wB97M-V def2-TZVPD def2/J DEFGRID3
* xyz -2 3
Ni -0.27355 0.33342 0.32980
O -1.56679 4.30795 0.67019
C -1.35360 3.10946 0.54109
N -0.19919 2.42447 0.40241
C 1.02143 3.01932 0.37191
O 1.32354 4.20035 0.44505
C 2.13792 1.98799 0.18367
C 3.46480 2.38154 0.16080
C 4.43484 1.41260 -0.03171
C 4.04961 0.09246 -0.21565
C 2.69850 -0.21399 -0.18294
N 1.77748 0.71759 0.02224
C -2.56370 2.16777 0.48772
C -3.85520 2.67415 0.49354
C -4.91209 1.78673 0.37884
C -4.64817 0.42889 0.25028
C -3.32768 0.00681 0.25676
N -2.32304 0.86404 0.38624
H 3.69681 3.42715 0.30518
H 5.48508 1.68121 -0.03701
H 4.78062 -0.68970 -0.37175
H 2.31414 -1.21847 -0.32167
H -3.98874 3.74338 0.57962
H -5.93445 2.14746 0.37967
H -5.44930 -0.29058 0.14298
H -3.02728 -1.02913 0.13824
F 2.48912 -1.79273 4.32692
C 1.47325 -1.50477 3.48540
F 1.84871 -1.89815 2.26599
F 0.43170 -2.26555 3.85802
S 1.06146 0.29150 3.54293
O 0.72932 0.49311 4.93503
O 2.28136 0.91206 3.08126
O -0.07398 0.38975 2.63500
N -0.47428 -1.18934 -0.62220
C -0.39902 -1.96487 -1.65697
C -0.39968 -3.41828 -1.57201
C -0.34222 -4.22733 -2.68409
C -0.27572 -3.71217 -3.98642
C -0.26289 -2.31672 -4.11306
C -0.31683 -1.47496 -3.02458
H -0.44718 -3.85320 -0.57847
H -0.34780 -5.30687 -2.54087
H -0.22935 -4.36147 -4.85291
H -0.20466 -1.87524 -5.10681
H -0.30327 -0.39764 -3.15763
*
```


(3)
C3H5N4S | ωB97M-V with the def2-TZVPD basis set

HOMO = -2.71 eV
HOMO-LUMO gap = 6.600 eV
Lowest unoccupied orbital energy = 3.894 eV
ΔE to the lowest compared entry with this formula, charge and spin = 158.57 kJ/mol
Structure (SMILES) = Cc1nnc(N)n1[S-]
M = 129.168 g mol⁻¹

Geometry as ORCA input:
```
! RIJCOSX wB97M-V def2-TZVPD def2/J DEFGRID3
* xyz -1 1
C 1.73288 -0.17878 -0.88509
C 0.51370 0.50082 -0.22166
N 0.18810 1.80887 -0.41075
N -0.90785 2.04518 0.36073
C -1.41397 1.04202 0.84812
N -2.44970 0.68242 1.64066
N -0.40962 -0.25796 0.42875
S -0.72613 -1.77830 0.95296
H 1.78264 0.14617 -1.83803
H 2.78482 0.07778 -0.35135
H 1.66157 -1.19609 -0.84335
H -3.32421 1.12887 1.50094
H -2.44321 -0.31310 1.29807
*
```


(4)
C50H52CsN2O3P2STe | ωB97M-V with the def2-TZVPD basis set

HOMO = -3.28 eV
HOMO-LUMO gap = 5.237 eV
Lowest unoccupied orbital energy = 1.956 eV
ΔE to the lowest compared entry with this formula, charge and spin = 54.28 kJ/mol
M = 1083.497 g mol⁻¹

Geometry as ORCA input:
```
! RIJCOSX wB97M-V def2-TZVPD def2/J DEFGRID3
* xyz -1 1
Cs 0.93029 0.00660 0.03712
C 4.27748 -3.29400 -0.89941
C 3.68616 -1.90994 -0.60234
O 2.54850 -1.69637 -1.10676
C 4.48988 -1.06586 0.18396
C 4.36226 0.30210 0.65016
C 5.47766 0.80540 1.54652
N 3.38959 1.10429 0.33816
N 3.42229 2.39188 0.90021
C 2.30764 3.06378 0.71191
O 1.21958 2.68553 0.14980
C 2.31167 4.46729 1.26369
C 1.18096 5.26093 1.09124
C 1.12977 6.54570 1.61600
C 2.21083 7.05526 2.32258
C 3.34679 6.27122 2.49271
C 3.39754 4.98934 1.96661
H 3.54375 -3.87038 -1.46055
H 4.52789 -3.82739 0.02068
H 5.19324 -3.20937 -1.48909
H 5.41074 -1.55165 0.49019
H 6.31547 0.10890 1.55817
H 5.11263 0.93321 2.56852
H 5.81069 1.78744 1.21316
H 0.35317 4.84069 0.53543
H 0.24432 7.15351 1.46968
H 2.17207 8.05658 2.73504
H 4.19761 6.66503 3.03684
H 4.27143 4.36341 2.08915
C -3.04014 -2.14008 -0.33507
C -1.73417 -1.68613 0.30630
P -1.50154 -1.99764 2.14397
C -2.03434 -3.76627 2.11415
C -3.34270 -4.23446 2.22865
C -3.62343 -5.58904 2.12494
C -2.60115 -6.50006 1.89329
C -1.29504 -6.04851 1.77578
C -1.01592 -4.69412 1.89711
C -2.98889 -1.17747 2.83536
C -3.59456 -0.08226 2.22131
C -4.64247 0.58947 2.83639
C -5.09632 0.18861 4.08432
C -4.48898 -0.88820 4.71728
C -3.44418 -1.55899 4.09883
P -3.12565 -1.41518 -2.04561
C -4.49366 -2.40140 -2.77121
C -5.54681 -2.89391 -2.00383
C -6.60957 -3.56297 -2.59896
C -6.63780 -3.74941 -3.97168
C -5.59543 -3.25918 -4.74884
C -4.53883 -2.58921 -4.15453
C -1.67039 -2.25683 -2.77989
C -1.60977 -3.64675 -2.89397
C -0.45743 -4.26575 -3.34943
C 0.65528 -3.50465 -3.68855
C 0.60794 -2.12559 -3.58145
C -0.55312 -1.50326 -3.13807
H -3.90577 -1.78959 0.23007
H -3.09038 -3.23026 -0.38207
H -1.56672 -0.62468 0.10417
H -0.88675 -2.18966 -0.18569
H -4.15248 -3.53453 2.39486
H -4.64654 -5.93349 2.21501
H -2.82258 -7.55642 1.80663
H -0.48957 -6.74928 1.59575
H 0.00866 -4.34701 1.81383
H -3.22869 0.27299 1.26685
H -5.09670 1.43751 2.33873
H -5.91127 0.71549 4.56451
H -4.82589 -1.20465 5.69681
H -2.97219 -2.39326 4.60663
H -5.54303 -2.76625 -0.92855
H -7.41482 -3.94290 -1.98221
H -7.46384 -4.27412 -4.43481
H -5.60501 -3.40072 -5.82248
H -3.72704 -2.21699 -4.76907
H -2.46906 -4.24794 -2.61728
H -0.42072 -5.34590 -3.42463
H 1.56489 -3.98976 -4.01873
H 1.48056 -1.52709 -3.80402
H -0.55358 -0.42132 -3.05083
C 1.95390 2.47917 -4.82981
Te 1.36467 2.58253 -2.75054
C 3.48062 2.65184 -2.48856
C 3.99600 3.34848 -3.71806
C 5.18515 4.06624 -3.72069
C 5.62303 4.70701 -4.87286
C 4.86889 4.63199 -6.03412
C 3.68006 3.91272 -6.03990
C 3.23588 3.26921 -4.89233
H 1.18680 2.86744 -5.49769
H 2.14250 1.43530 -5.09079
H 3.83802 1.62447 -2.41475
H 3.73124 3.15965 -1.56091
H 5.76397 4.13343 -2.80686
H 6.54619 5.27330 -4.85863
H 5.19954 5.13893 -6.93250
H 3.08485 3.85780 -6.94473
O -0.55918 0.84365 2.30035
S -0.47708 2.23438 2.86650
C 0.96726 2.21352 3.96428
C 0.48886 1.63661 5.28792
C -0.82383 2.36278 5.57081
C -1.64294 2.24592 4.28538
H 1.31294 3.24656 4.05869
H 1.73511 1.64507 3.43919
H 1.22709 1.77359 6.07913
H 0.30641 0.56503 5.17339
H -0.61381 3.41344 5.78854
H -1.36604 1.94863 6.42246
H -2.37684 3.03837 4.14668
H -2.14355 1.27885 4.21102
*
```